No. 1
{
  "formula": "C33H52BN7O",
  "method": "the ωB97M-V functional and the def2-TZVPD basis",
  "e_tot_ha": -1771.1519,
  "homo_energy_ev": -7.079,
  "gap_ha": 0.1094,
  "elements": ["C", "C", "C", "C", "C", "C", "N", "O", "C", "C", "C", "H", "H", "H", "H", "H", "H", "H", "H", "H", "H", "H", "H", "H", "H", "H", "H", "H", "H", "B", "H", "H", "H", "H", "N", "C", "C", "C", "C", "H", "H", "H", "H", "H", "N", "C", "C", "C", "C", "H", "H", "H", "H", "H", "N", "C", "C", "C", "C", "H", "H", "H", "H", "H", "N", "C", "C", "C", "C", "H", "H", "H", "H", "H", "N", "C", "C", "C", "C", "H", "H", "H", "H", "H", "N", "C", "C", "C", "C", "H", "H", "H", "H", "H"],
  "xyz": [[-1.337, 2.470, 3.728], [-1.593, 3.550, 2.597], [-0.471, 3.553, 1.584], [-0.790, 4.319, 0.339], [-1.958, 3.474, -0.372], [-3.113, 3.438, 0.518], [-2.908, 3.173, 2.037], [-3.954, 2.825, 2.728], [-4.170, 2.403, 0.110], [-3.923, 4.854, 0.620], [-1.851, 4.982, 3.297], [-0.382, 2.755, 4.126], [-1.167, 1.416, 3.270], [-2.041, 2.454, 4.548], [-0.101, 2.482, 1.199], [0.350, 3.862, 1.976], [0.035, 4.422, -0.538], [-0.956, 5.397, 0.514], [-1.583, 2.509, -0.608], [-2.236, 3.901, -1.422], [-5.208, 2.718, 0.283], [-3.927, 1.481, 0.460], [-4.245, 2.437, -1.172], [-4.339, 4.895, -0.494], [-3.369, 5.620, 1.012], [-4.807, 4.868, 1.041], [-2.823, 4.832, 3.888], [-1.915, 5.763, 2.490], [-0.988, 5.322, 3.914], [0.725, -0.367, -0.333], [1.366, -1.286, 0.118], [0.227, -0.676, -1.440], [-0.043, -0.124, 0.567], [1.563, 0.588, -0.431], [4.335, -3.428, 2.549], [2.956, -3.363, 2.094], [2.351, -4.723, 2.084], [3.451, -5.555, 2.569], [4.710, -4.753, 2.823], [4.979, -2.721, 2.695], [2.527, -2.382, 1.770], [1.224, -5.043, 1.846], [3.368, -6.651, 2.726], [5.818, -4.940, 3.265], [-2.595, -0.106, -2.110], [-2.927, 0.343, -3.391], [-4.412, 0.477, -3.475], [-4.943, -0.096, -2.182], [-3.626, -0.624, -1.358], [-1.591, -0.392, -1.858], [-2.082, 0.835, -4.046], [-4.864, 0.874, -4.279], [-6.079, -0.528, -1.792], [-3.653, -0.931, -0.334], [-0.957, -2.339, 0.535], [-0.971, -3.173, 1.616], [-2.127, -4.086, 1.463], [-2.602, -3.924, 0.076], [-1.792, -2.787, -0.518], [-0.460, -1.378, 0.461], [-0.254, -2.925, 2.478], [-2.700, -4.708, 2.180], [-3.487, -4.399, -0.308], [-1.909, -2.433, -1.393], [1.993, -1.532, -4.598], [2.749, -1.965, -5.679], [1.711, -2.198, -6.824], [0.189, -2.090, -6.125], [0.641, -1.508, -4.740], [2.425, -1.294, -3.671], [3.936, -2.060, -5.747], [1.820, -2.567, -7.852], [-0.871, -2.361, -6.413], [0.070, -1.263, -3.960], [3.659, -1.304, -2.213], [4.158, -2.567, -1.862], [5.399, -2.751, -2.723], [5.588, -1.633, -3.661], [4.344, -0.656, -3.356], [2.709, -0.855, -1.760], [3.745, -3.018, -0.882], [6.023, -3.617, -2.636], [6.444, -1.488, -4.445], [4.052, 0.224, -3.916], [1.915, 0.322, 2.609], [1.346, -0.303, 3.799], [1.671, 0.705, 4.869], [2.413, 1.911, 4.220], [2.470, 1.572, 2.791], [1.786, -0.206, 1.669], [0.844, -1.407, 3.838], [1.451, 0.563, 6.026], [2.736, 2.762, 4.882], [2.820, 2.125, 1.995]],
  "lowdin_charge": [0.0039, -0.4061, -0.1521, -0.1466, -0.1270, -0.4132, 0.0410, 0.1607, -0.0247, 0.0485, 0.0317, 0.0612, 0.1258, 0.0817, 0.1741, 0.0547, 0.1697, 0.1023, 0.1033, 0.1716, 0.0881, 0.0331, 0.1748, 0.1603, 0.0356, 0.0234, 0.1175, 0.0757, 0.1076, -0.4408, -0.0244, -0.0015, -0.0174, 0.0026, -0.0284, -0.1212, -0.0975, -0.1345, -0.1145, 0.0955, 0.0624, 0.1221, 0.0732, 0.1382, -0.0617, -0.1264, -0.1032, -0.0783, -0.1132, 0.1012, 0.1322, 0.0172, 0.1310, 0.0789, -0.0444, -0.1531, -0.1071, -0.0694, -0.0936, -0.0001, 0.0964, 0.0755, 0.0624, -0.0037, -0.0749, -0.1221, -0.0529, -0.0177, -0.1372, 0.0842, 0.1200, 0.0327, 0.0566, 0.0123, -0.0913, -0.0888, -0.1159, -0.0868, -0.1012, 0.1455, 0.1168, 0.0552, 0.1042, 0.0817, -0.0389, -0.1015, -0.1232, -0.0978, -0.1499, 0.0798, 0.1294, 0.1018, 0.0797, 0.0695]
}

No. 2
{
  "formula": "C33H52BrClN7O4PRuS",
  "method": "the ωB97M-V functional and the def2-TZVPD basis",
  "multiplicity": 2,
  "e_tot_ha": -5841.6593,
  "homo_energy_ev": [-3.961, -3.723],
  "gap_ha": [0.2209, 0.2121],
  "total_charge": -1,
  "s2": 0.755,
  "elements": ["Ru", "N", "C", "C", "O", "N", "C", "C", "O", "O", "H", "H", "H", "H", "H", "H", "N", "P", "N", "C", "C", "C", "C", "C", "N", "C", "C", "C", "C", "C", "N", "C", "C", "C", "C", "C", "H", "H", "H", "H", "H", "H", "H", "H", "H", "H", "H", "H", "H", "H", "H", "H", "H", "H", "H", "H", "H", "H", "H", "H", "H", "H", "H", "H", "H", "H", "Br", "C", "C", "C", "C", "N", "C", "H", "H", "H", "H", "Cl", "C", "C", "C", "C", "C", "C", "C", "H", "H", "H", "H", "H", "H", "C", "S", "C", "O", "H", "H", "H", "H", "H", "H"],
  "xyz": [[-0.080, 0.045, 0.397], [2.909, -1.833, -0.524], [2.613, -1.079, -1.740], [1.181, -1.244, -2.225], [1.022, -1.617, -3.402], [0.181, -0.926, -1.390], [-1.155, -1.110, -1.967], [-2.100, 0.034, -1.621], [-3.209, 0.115, -2.134], [-1.636, 0.883, -0.752], [3.591, -1.317, 0.013], [2.070, -1.864, 0.049], [3.224, -1.441, -2.565], [2.811, -0.003, -1.626], [-1.625, -2.038, -1.611], [-1.082, -1.190, -3.050], [-0.634, -1.580, 1.318], [-1.506, -2.814, 1.509], [-0.890, -4.178, 0.733], [-1.270, -5.568, 0.970], [-0.059, -6.486, 0.837], [0.470, -6.470, -0.606], [0.245, -5.087, -1.239], [0.255, -4.008, -0.169], [-1.648, -3.471, 3.071], [-2.484, -2.754, 4.036], [-1.674, -1.794, 4.896], [-0.593, -2.562, 5.684], [-0.422, -3.985, 5.156], [-0.392, -4.001, 3.634], [-3.125, -2.646, 1.096], [-4.009, -3.779, 0.904], [-5.308, -3.620, 1.690], [-5.994, -2.308, 1.327], [-5.028, -1.140, 1.513], [-3.735, -1.376, 0.735], [-2.026, -5.901, 0.241], [-1.724, -5.655, 1.959], [-0.329, -7.498, 1.149], [0.719, -6.139, 1.522], [-0.025, -7.244, -1.199], [1.536, -6.712, -0.605], [-0.720, -5.052, -1.752], [1.006, -4.862, -1.989], [0.208, -3.018, -0.612], [1.204, -4.053, 0.386], [-3.014, -3.479, 4.668], [-3.248, -2.218, 3.478], [-2.338, -1.244, 5.570], [-1.215, -1.064, 4.225], [-0.824, -2.586, 6.753], [0.360, -2.048, 5.584], [-1.231, -4.633, 5.507], [0.508, -4.421, 5.530], [-0.241, -5.028, 3.289], [0.468, -3.411, 3.285], [-3.513, -4.695, 1.212], [-4.249, -3.881, -0.167], [-5.071, -3.632, 2.760], [-5.964, -4.472, 1.491], [-6.902, -2.164, 1.918], [-6.301, -2.347, 0.274], [-4.803, -1.014, 2.578], [-5.495, -0.214, 1.169], [-3.016, -0.580, 0.916], [-3.974, -1.373, -0.335], [0.072, 3.327, -4.499], [0.587, 3.273, -2.685], [0.964, 4.425, -2.025], [1.336, 4.316, -0.698], [1.296, 3.070, -0.095], [0.919, 1.964, -0.730], [0.567, 2.062, -2.011], [0.965, 5.377, -2.538], [1.644, 5.183, -0.129], [1.588, 2.949, 0.941], [0.271, 1.148, -2.507], [1.065, 1.823, 4.334], [1.857, 0.268, 4.180], [2.384, -0.251, 5.356], [3.060, -1.455, 5.343], [3.200, -2.123, 4.135], [2.697, -1.571, 2.971], [2.014, -0.344, 2.929], [1.627, 0.316, 1.644], [2.243, 0.301, 6.277], [3.459, -1.867, 6.262], [3.713, -3.076, 4.091], [2.828, -2.120, 2.052], [2.486, 0.274, 0.968], [1.461, 1.365, 1.902], [-3.447, 2.444, 1.000], [-1.709, 2.663, 1.349], [-1.900, 3.722, 2.785], [-1.221, 1.370, 1.939], [-3.888, 3.416, 0.775], [-3.915, 1.998, 1.877], [-3.502, 1.781, 0.136], [-2.412, 4.642, 2.502], [-0.900, 3.947, 3.153], [-2.457, 3.179, 3.549]],
  "lowdin_charge": [1.1990, 0.0084, -0.2051, -0.5751, -0.0369, -0.1354, -0.1347, -0.6503, 0.0135, -0.2539, 0.0448, 0.0067, 0.0996, 0.0965, 0.1172, 0.1152, -0.2694, 0.5609, -0.1864, -0.2478, -0.1939, -0.1983, -0.1716, -0.2231, -0.1950, -0.2216, -0.1623, -0.1815, -0.1904, -0.2079, -0.2101, -0.2101, -0.1885, -0.2101, -0.1868, -0.2092, 0.1095, 0.0939, 0.1047, 0.1007, 0.0988, 0.1015, 0.1130, 0.1119, 0.0601, 0.1126, 0.1114, 0.0807, 0.1035, 0.0990, 0.1017, 0.0780, 0.1052, 0.1074, 0.0902, 0.1047, 0.0812, 0.1268, 0.1031, 0.1051, 0.1012, 0.1124, 0.1025, 0.1041, 0.0805, 0.1126, 0.7547, -0.6566, -0.1155, -0.0584, -0.1500, 0.0298, -0.1583, 0.1018, 0.1043, 0.0964, 0.1005, 0.6741, -0.5879, -0.1531, -0.1235, -0.1016, -0.0571, -0.2838, -0.2624, 0.0926, 0.0953, 0.0989, 0.0907, 0.0367, -0.0328, -0.2387, 0.8424, -0.2576, -0.6029, 0.0585, 0.0603, 0.0354, 0.0512, 0.0312, 0.0605]
}

Record-wise energy relative to the best compared isomer or geometry (same formula, charge and spin) values, in eV: 2.374; 0.000